# 1
22
Properties=species:S:1:pos:R:3:forces:R:3 method="wB97M-V/def2-TZVPD" orbital_gap_ev=3.829 spin_multiplicity=1 fmax_ev_per_a=1.736 energy_ev=-9976.3069 charge=+1 de_lowest_kcal_mol=90.81 e_homo_ev=-12.017
O 0.8345 1.3562 0.2616 -0.207 0.065 -0.045
C 1.5699 0.4357 0.0545 0.670 0.297 0.114
C 1.0048 -0.8639 -0.4389 -0.712 -0.883 0.771
C -0.3900 -1.0869 -0.4834 -0.038 0.320 -1.706
C -0.7677 -2.0960 -1.5886 0.705 -0.325 0.139
C -0.9854 -1.5400 0.9415 0.425 0.185 0.642
C -2.4086 -1.0267 1.1277 -0.462 0.107 0.172
N 2.5052 4.9710 0.3454 -0.252 -0.021 0.523
H 2.6567 0.4832 0.2343 -0.143 -0.047 -0.018
H 1.6731 -1.6962 -0.6566 0.235 0.120 -0.124
H -0.8113 -0.0930 -0.6681 -0.321 0.113 0.332
H -0.5165 -1.6966 -2.5625 -0.240 0.260 -0.227
H -0.1459 -2.9890 -1.4993 -0.143 -0.149 0.195
H -1.8067 -2.4037 -1.5677 -0.153 0.201 0.153
H -0.9101 -2.6251 0.9624 0.031 -0.005 -0.172
H -0.3338 -1.1566 1.7263 -0.093 -0.039 0.083
H -2.8744 -0.6292 0.2237 0.107 -0.216 0.006
H -3.0415 -1.8242 1.5146 0.028 -0.192 -0.203
H -2.4798 -0.2513 1.8874 0.319 0.190 -0.107
H 1.4943 5.0477 0.3187 0.263 -0.026 -0.139
H 2.7999 4.0319 0.1263 -0.018 0.111 -0.206
H 2.9332 5.6525 -0.2593 -0.001 -0.065 -0.182

=====

# 2
67
Properties=species:S:1:pos:R:3:forces:R:3 method="wB97M-V/def2-TZVPD" orbital_gap_ev=6.151 spin_multiplicity=1 fmax_ev_per_a=6.173 energy_ev=-69907.5886 charge=-1 e_homo_ev=-5.919
C 5.7869 2.5995 2.7425 0.086 0.091 -0.771
C 4.6553 1.5206 3.0241 -1.549 0.039 3.992
O 4.1817 1.4618 4.1882 1.871 -0.103 -4.061
O 4.1544 0.5751 2.0926 0.597 2.388 0.388
C 3.6113 1.1987 0.8995 0.554 0.119 -2.353
C 2.0407 0.9884 0.6798 -0.297 0.437 0.226
C 1.2735 0.2471 1.8734 -1.348 0.362 -0.735
C 0.5922 1.3884 2.7995 0.446 -1.025 1.140
C -0.9913 1.5417 2.6038 -0.181 -0.082 -0.612
C -1.4605 2.9860 2.0900 -1.368 0.031 0.329
C -0.7777 4.2142 2.8603 0.455 -0.203 -0.260
C 0.3899 4.8172 1.9266 -0.963 -0.045 -0.428
S 1.9928 5.1331 2.8152 3.710 -2.415 2.842
O 1.8908 4.8568 4.3129 -0.991 1.577 -3.601
O 2.9764 4.0985 2.2779 -2.416 2.455 0.108
N 2.5428 6.7464 2.6655 -1.602 -1.202 -2.748
S 2.7430 7.2133 1.0374 6.026 -1.265 -0.443
O 3.9724 8.1143 0.9983 -3.782 -1.130 0.582
O 2.9875 6.0843 0.0687 -2.053 1.997 1.859
H 5.3656 3.4889 2.1414 0.430 -1.429 1.027
H 6.6663 2.1767 2.1433 -1.307 0.366 0.770
H 6.1867 2.9987 3.7426 -0.923 -0.797 -1.510
H 3.8951 2.3104 0.8140 -0.606 -1.666 0.506
H 4.1397 0.6901 0.0053 -0.697 0.673 1.377
H 1.8296 0.4845 -0.3324 0.562 0.509 1.527
H 1.5761 2.0418 0.5888 0.714 -1.617 0.107
H 0.4226 -0.3611 1.3803 2.079 1.411 1.270
H 1.8916 -0.5071 2.4573 -0.453 1.325 -0.714
H 0.7545 1.0907 3.9030 -0.111 0.578 -1.653
H 1.1765 2.3540 2.6509 -0.915 -1.206 0.280
H -1.3587 0.7702 1.8279 0.579 1.175 1.123
H -1.5551 1.2627 3.5721 0.954 0.665 -1.347
H -2.5976 3.0551 2.2912 1.611 -0.163 -0.367
H -1.3683 3.0654 0.9419 0.132 -0.037 1.781
H -0.4023 3.8122 3.8640 -0.148 0.775 -1.483
H -1.4846 5.0758 3.1059 0.697 -1.341 -0.439
H 0.6102 4.0762 1.0765 0.046 1.234 1.417
H 0.0281 5.7924 1.4372 0.679 -1.364 0.816
H 1.6971 7.9837 0.5418 0.260 -0.549 0.676
C -5.1511 -3.6207 0.4625 0.068 0.031 -0.023
C -4.5047 -2.8618 1.4342 0.072 -0.064 -0.241
C -3.2662 -2.2915 1.1623 0.038 0.075 0.121
C -2.6860 -2.4847 -0.0897 -0.785 -0.353 0.173
C -3.3239 -3.2489 -1.0634 0.012 0.062 -0.083
C -4.5608 -3.8179 -0.7823 0.012 0.119 0.208
N -1.3934 -1.8653 -0.3894 0.457 0.192 -0.151
O -0.8539 -1.2165 0.4972 -0.982 -0.841 -0.987
O -0.9290 -2.0277 -1.5073 -0.209 0.051 0.480
H -6.1208 -4.0599 0.6765 0.109 0.041 -0.022
H -4.9687 -2.7125 2.4033 0.103 0.012 -0.093
H -2.7724 -1.7024 1.9274 0.096 -0.027 -0.235
H -2.8766 -3.4073 -2.0371 0.091 0.140 0.242
H -5.0672 -4.4126 -1.5350 0.145 0.053 0.036
C -0.2512 -5.5612 -7.1991 -0.026 -0.003 0.031
C 0.1610 -5.6586 -5.8736 -0.231 0.013 -0.113
C -0.7794 -5.6499 -4.8495 0.047 -0.023 0.111
C -2.1324 -5.5475 -5.1657 0.595 -0.011 -0.617
C -2.5514 -5.4420 -6.4900 -0.107 0.001 -0.072
C -1.6038 -5.4488 -7.5074 0.117 -0.029 0.239
N -3.1275 -5.5630 -4.0919 -0.311 -0.035 0.358
O -2.7222 -5.6377 -2.9414 -0.187 -0.028 -0.545
O -4.3071 -5.5039 -4.4062 0.469 0.009 0.147
H 0.4855 -5.5739 -7.9964 -0.082 0.016 0.094
H 1.2164 -5.7444 -5.6390 -0.140 0.026 0.027
H -0.4456 -5.7263 -3.8208 -0.239 0.031 -0.079
H -3.6022 -5.3570 -6.7431 0.103 -0.024 0.239
H -1.9192 -5.3702 -8.5422 -0.012 0.001 0.135

=====

# 3
54
Properties=species:S:1:pos:R:3:forces:R:3 method="wB97M-V/def2-TZVPD" orbital_gap_ev=9.739 spin_multiplicity=1 fmax_ev_per_a=2.982 energy_ev=-37437.3963 charge=0 de_lowest_kcal_mol=117.95 e_homo_ev=-10.446
O 3.3972 4.7611 0.8946 0.586 0.685 -0.414
H 2.5650 5.0175 0.4898 -0.116 -0.254 0.134
H 3.2599 4.0812 1.5432 -0.100 -0.339 0.165
O 0.5867 0.1984 -1.7337 0.214 -0.329 0.334
H 1.1918 0.6943 -2.3047 -0.587 0.699 0.076
H -0.1695 0.7172 -1.4556 -0.037 0.546 -0.772
O -0.9061 -0.6789 -4.3764 0.019 -0.250 -0.716
H -1.4847 -0.8065 -5.1507 0.276 0.109 0.560
H -0.1254 -1.2161 -4.5853 -0.316 0.105 0.214
O 0.9188 3.1011 1.6223 -1.491 0.128 -0.329
H 1.5658 3.7444 1.8769 0.468 0.006 0.312
H 1.2876 2.2322 1.5120 0.667 -0.223 0.084
O -1.5739 5.8807 -1.2081 1.342 -1.840 0.815
H -0.6937 5.3885 -1.1539 -1.640 1.128 -0.277
H -2.1035 5.3492 -0.5741 0.300 0.693 -0.495
O -0.0121 -3.1453 -2.3122 -0.231 -0.253 -0.675
H -0.8351 -2.6839 -2.0739 0.736 0.071 -0.025
H 0.7196 -2.7993 -1.7816 -0.188 0.445 0.093
O -3.7747 3.1673 -2.5735 -0.855 -1.849 -0.445
H -3.6046 3.4662 -1.6919 0.390 0.929 0.081
H -3.5500 3.7344 -3.2998 0.424 0.912 0.282
O 2.6364 1.2209 -3.4376 -0.653 0.299 0.308
H 3.3853 1.6492 -3.8516 0.219 -0.047 -0.045
H 2.8312 0.2926 -3.3534 0.578 -0.470 -0.344
O -3.2563 0.7206 2.1676 -0.742 0.207 -0.778
H -2.5962 0.4483 1.5238 -0.130 -0.020 -0.283
H -4.1201 0.5043 1.7626 0.684 0.032 0.388
O -2.0152 -0.2485 4.3039 2.236 -0.192 -0.496
H -1.1320 -0.5985 3.9955 -1.215 0.401 1.114
H -2.3398 -0.0005 3.4228 -0.866 0.102 0.604
O 3.0907 0.7089 5.6433 0.147 0.169 0.800
H 3.6557 1.3354 5.1590 -0.822 -0.927 -0.342
H 2.5288 0.1006 5.1418 0.687 0.746 -0.448
O 1.9909 -1.7871 -0.6493 1.167 0.557 -1.477
H 2.0419 -1.1196 -1.3686 0.346 -0.735 0.446
H 1.1915 -1.4249 -0.2895 -0.450 -0.713 1.097
O -0.5708 -1.3737 0.2039 -0.649 -0.320 -0.158
H -0.0733 -0.6410 -0.1458 -0.245 0.866 -0.094
H -0.8101 -1.1832 1.1072 -0.066 0.012 0.611
O -0.3137 -4.2423 0.0712 1.238 -1.330 1.799
H -1.1636 -3.8654 0.2548 -0.468 0.378 -0.770
H 0.0026 -4.2189 -0.8396 -0.955 0.413 -0.184
O -2.1921 -2.3622 2.8303 1.061 -1.165 0.698
H -1.3279 -2.8144 2.8541 0.119 -0.197 -0.860
H -2.3062 -2.4609 3.7966 -0.894 0.756 -0.456
O 0.6388 -3.8773 3.0255 -0.286 -0.134 -0.661
H 0.9352 -4.5672 3.6530 -0.349 0.314 -1.133
H 0.5131 -4.2049 2.0858 0.413 -0.035 1.435
O 4.8226 -2.3875 -1.9330 -0.967 1.044 0.729
H 5.4343 -2.1925 -1.2107 0.155 -0.217 -0.215
H 4.0115 -1.9284 -1.5952 0.821 -0.922 -0.410
O -3.6362 0.1731 -2.4617 0.773 -2.442 -1.526
H -3.5715 -0.0658 -1.5515 -0.399 0.973 0.678
H -3.9057 1.0030 -2.8084 -0.345 1.478 0.970

=====

# 4
20
Properties=species:S:1:pos:R:3:forces:R:3 method="wB97M-V/def2-TZVPD" orbital_gap_ev="2.489 / 7.671" spin_multiplicity=2 fmax_ev_per_a=4.041 energy_ev=-8929.8260 charge=-1 de_lowest_kcal_mol=67.66 e_homo_ev="1.042 / -4.263"
C -0.8237 -0.6888 1.7300 3.011 0.754 2.587
N 0.9934 0.2283 -0.5900 -3.126 0.273 -0.462
C -0.4972 0.0726 -0.6848 1.876 -0.212 2.779
C -1.2881 -0.4313 0.3523 0.190 -0.972 -1.499
C -2.6893 -1.2286 0.1507 2.185 1.145 -1.413
C -1.1276 0.7159 -1.8507 0.072 -0.028 -0.472
H -0.9057 0.3135 2.3331 0.083 -1.786 -0.768
H -1.4479 -1.4610 2.2420 0.600 0.647 -0.259
H 0.3699 -1.0006 1.9429 -2.933 0.673 -0.854
H 1.3821 -0.3436 0.1433 0.386 -0.184 -0.120
H 1.4853 0.1934 -1.5003 -0.547 -0.091 0.977
H -3.5994 -0.7682 0.6783 1.130 -0.690 -1.396
H -2.5988 -1.4818 -0.9683 -1.589 0.819 1.308
H -2.4592 -2.2218 0.5587 -0.306 0.325 0.380
H -1.4459 -0.0640 -2.4811 0.036 -0.920 -1.760
H -0.6459 1.5501 -2.3798 0.425 -0.680 0.330
H -2.0604 1.0762 -1.5401 -1.426 0.962 0.655
H 5.5243 1.5687 1.4014 1.154 1.040 -2.523
H 5.7022 1.9744 -0.2084 -0.330 -0.323 0.875
O 6.1319 1.9965 0.6708 -0.890 -0.751 1.634